No. 1
{
  "formula": "C4H4O5Y",
  "method": "ωB97M-V/def2-TZVPD",
  "orbital_gap_ev": 7.34,
  "homo_ev": -13.25,
  "charge": 1,
  "relative_energy_kcal_mol": 0.0,
  "lumo_energy_ev": -5.90,
  "e_tot_ha": -569.1481,
  "largest_force_ev_per_a": 5.15,
  "symbols": ["O", "C", "O", "Y", "O", "C", "C", "O", "O", "C", "H", "H", "H", "H"],
  "positions_angstrom": [[1.057, 1.005, -0.018], [3.467, -1.260, 0.828], [3.275, -2.124, 1.527], [2.954, 0.870, -0.703], [0.334, 0.863, -3.098], [1.596, 0.555, -3.492], [0.054, 1.862, -2.111], [1.700, -0.111, -4.515], [2.569, 0.965, -2.767], [-0.139, 1.336, -0.692], [-0.881, 2.332, -2.446], [0.839, 2.635, -2.130], [-0.851, 0.489, -0.668], [-0.682, 2.153, -0.173]],
  "atomic_forces_ev_per_a": [[1.872, -0.090, -0.771], [-0.609, -1.561, 1.225], [0.518, 1.398, -1.164], [-1.730, 0.374, -0.895], [0.027, 0.249, 0.586], [-2.166, -2.194, -4.130], [0.071, -0.094, -0.152], [0.260, 1.131, 2.022], [2.030, 0.706, 3.228], [-1.483, 0.440, -0.088], [0.267, -0.145, 0.164], [-0.166, -0.049, 0.035], [0.556, 0.168, -0.172], [0.554, -0.333, 0.110]],
  "lowdin_charge": [-0.378, 0.029, 0.181, 1.747, 0.027, -0.698, -0.159, 0.126, -0.168, -0.255, 0.146, 0.127, 0.141, 0.134]
}

No. 2
{
  "formula": "C4H4OS",
  "method": "ωB97M-V/def2-TZVPD",
  "orbital_gap_ev": 8.90,
  "homo_ev": -8.66,
  "relative_energy_kcal_mol": 18.6,
  "lumo_energy_ev": 0.25,
  "e_tot_ha": -628.2054,
  "largest_force_ev_per_a": 3.25,
  "symbols": ["S", "C", "C", "C", "C", "O", "H", "H", "H", "H"],
  "positions_angstrom": [[-2.890, -0.132, 0.011], [-1.311, -0.142, -0.122], [-0.404, 1.078, -0.138], [0.838, 0.643, -0.013], [0.789, -0.855, 0.034], [-0.549, -1.181, -0.161], [-0.827, 2.049, -0.024], [1.816, 1.177, 0.104], [1.387, -1.394, -0.698], [1.152, -1.243, 1.007]],
  "atomic_forces_ev_per_a": [[-1.683, -0.150, -0.029], [0.865, 3.129, -0.054], [-0.692, -1.056, 0.650], [1.414, 0.037, 0.012], [1.552, -0.058, 0.263], [0.193, -2.516, 0.114], [-0.018, 0.551, -0.314], [-1.300, -0.378, -0.152], [0.068, 0.212, -0.328], [-0.398, 0.229, -0.160]],
  "nbo_charge": [-0.048, 0.169, -0.268, -0.175, -0.114, -0.450, 0.239, 0.234, 0.208, 0.205]
}

No. 3
{
  "formula": "C4H4OS2",
  "method": "ωB97M-V/def2-TZVPD",
  "orbital_gap_ev": [7.10, 6.98],
  "homo_ev": [-8.17, -8.18],
  "relative_energy_kcal_mol": 113.1,
  "lumo_energy_ev": [-1.07, -1.20],
  "e_tot_ha": -1026.2344,
  "largest_force_ev_per_a": 5.29,
  "symbols": ["C", "C", "C", "C", "O", "S", "S", "H", "H", "H", "H"],
  "positions_angstrom": [[1.140, 1.504, -0.053], [-0.159, 1.048, 0.325], [2.314, 0.837, -0.258], [-0.658, -1.601, -0.668], [3.964, -0.688, 1.015], [-1.047, -0.353, 0.311], [3.543, -0.191, -0.357], [1.364, 2.554, 0.187], [-0.780, 1.819, 0.805], [0.057, -1.470, -1.350], [-1.122, -2.547, -0.204]],
  "atomic_forces_ev_per_a": [[2.825, -0.724, 0.675], [-0.884, 0.315, -0.179], [-1.422, -0.646, -0.409], [-3.093, -0.706, 4.235], [-0.333, 0.517, -1.924], [0.152, 0.213, 0.215], [-0.653, 0.476, 2.153], [-0.539, -0.146, -0.347], [0.278, -0.449, -0.273], [2.760, -0.281, -2.615], [0.910, 1.431, -1.529]],
  "nbo_charge": [-0.230, -0.618, -0.358, -0.731, -0.906, 0.770, 1.106, 0.247, 0.248, 0.217, 0.255]
}

No. 4
{
  "formula": "C4H4OS3",
  "method": "ωB97M-V/def2-TZVPD",
  "orbital_gap_ev": 7.11,
  "homo_ev": -9.07,
  "relative_energy_kcal_mol": 44.2,
  "lumo_energy_ev": -1.96,
  "e_tot_ha": -1424.5337,
  "largest_force_ev_per_a": 2.34,
  "symbols": ["O", "C", "C", "S", "C", "S", "C", "S", "H", "H", "H", "H"],
  "positions_angstrom": [[-0.108, -1.381, 1.217], [-0.461, -0.645, 0.299], [-1.961, -0.464, 0.121], [-2.667, 0.644, -0.851], [0.491, 0.033, -0.653], [1.894, -1.018, -1.037], [1.010, 1.282, 0.153], [0.871, 2.878, -0.009], [-2.577, -1.073, 0.782], [-0.145, 0.324, -1.484], [2.297, -1.395, 0.311], [1.355, 0.817, 1.150]],
  "atomic_forces_ev_per_a": [[-0.257, 1.219, -1.185], [-0.483, -1.809, 1.337], [-0.359, 1.308, -0.660], [0.691, -0.965, 0.704], [-0.075, 1.555, 1.277], [0.877, -0.674, 1.256], [-0.507, -1.434, 1.728], [0.100, -0.914, -0.459], [0.264, -0.105, -0.007], [0.655, 0.042, -0.640], [-0.964, 0.759, -1.989], [0.059, 1.019, -1.361]],
  "nbo_charge": [-0.496, 0.506, -0.361, 0.154, -0.544, 0.018, -0.284, 0.141, 0.226, 0.275, 0.173, 0.192]
}

No. 5
{
  "formula": "C4H4OTm",
  "method": "ωB97M-V/def2-TZVPD",
  "orbital_gap_ev": [8.74, 4.15],
  "homo_ev": [-29.43, -26.64],
  "multiplicity": 4,
  "charge": 4,
  "relative_energy_kcal_mol": 0.0,
  "lumo_energy_ev": [-20.69, -22.49],
  "e_tot_ha": -1312.9756,
  "largest_force_ev_per_a": 3.33,
  "symbols": ["H", "C", "C", "C", "C", "O", "H", "H", "H", "Tm"],
  "positions_angstrom": [[0.392, -1.268, -0.921], [-2.707, 0.357, -0.050], [-1.485, 0.480, -0.060], [-0.132, 0.570, -0.115], [0.723, -0.636, -0.026], [2.036, -0.488, -0.031], [-3.785, 0.249, -0.063], [0.346, 1.560, -0.135], [0.417, -1.324, 0.809], [4.194, 0.501, 0.593]],
  "atomic_forces_ev_per_a": [[0.148, -0.170, 0.179], [-3.325, -0.203, -0.049], [3.190, 0.546, -0.211], [0.092, -0.333, 0.634], [-0.518, -0.672, -0.260], [1.814, 1.356, 0.188], [-0.842, -0.059, 0.047], [-0.311, 0.241, -0.295], [-0.354, -0.028, -0.148], [0.108, -0.678, -0.084]],
  "nbo_charge": [0.414, 0.618, 0.126, 0.194, -0.233, -0.533, 0.372, 0.357, 0.387, 2.296]
}

No. 6
{
  "formula": "C4H4P2",
  "method": "ωB97M-V/def2-TZVPD",
  "orbital_gap_ev": 9.05,
  "homo_ev": -9.17,
  "relative_energy_kcal_mol": 23.9,
  "lumo_energy_ev": -0.11,
  "e_tot_ha": -837.3701,
  "largest_force_ev_per_a": 3.17,
  "symbols": ["P", "C", "C", "C", "C", "P", "H", "H", "H", "H"],
  "positions_angstrom": [[3.020, -0.230, -0.042], [2.077, 1.005, -0.230], [0.961, 1.935, -0.297], [-0.300, 1.649, 0.550], [-1.597, 1.892, -0.050], [-1.427, 0.266, -0.234], [0.516, 1.955, -1.287], [1.397, 2.970, 0.032], [-0.024, 1.568, 1.579], [-2.206, 2.662, -0.273]],
  "atomic_forces_ev_per_a": [[-0.816, 1.604, -0.306], [0.294, -2.240, 0.586], [0.288, 2.261, 0.751], [1.408, -1.535, -1.049], [1.206, -2.681, 0.638], [0.273, 0.836, 0.565], [0.688, 0.471, -0.571], [-0.904, -1.416, -0.914], [-0.623, 0.160, 0.850], [-1.814, 2.540, -0.550]],
  "nbo_charge": [0.510, -0.494, -0.557, -0.379, -0.548, 0.569, 0.240, 0.234, 0.215, 0.209]
}

No. 7
{
  "formula": "C4H4S",
  "method": "ωB97M-V/def2-TZVPD",
  "orbital_gap_ev": 7.53,
  "homo_ev": -8.43,
  "relative_energy_kcal_mol": 132.1,
  "lumo_energy_ev": -0.90,
  "e_tot_ha": -552.7816,
  "largest_force_ev_per_a": 4.74,
  "symbols": ["C", "C", "C", "C", "S", "H", "H", "H", "H"],
  "positions_angstrom": [[-1.263, -1.562, 0.169], [-2.424, -1.098, 0.249], [0.040, -1.082, -0.088], [-0.737, 0.745, 0.065], [-2.560, 0.529, -0.237], [0.815, -0.849, 0.545], [0.433, -1.197, -1.128], [-0.750, 0.901, 1.183], [-0.304, 1.716, -0.377]],
  "atomic_forces_ev_per_a": [[-2.569, 1.110, 1.092], [1.855, -1.764, -0.411], [-1.352, 3.161, -3.256], [0.338, 0.342, 0.821], [0.396, 0.029, -0.241], [1.419, -0.389, 2.032], [-0.403, -0.265, 0.797], [0.679, -0.555, -1.103], [-0.363, -1.669, 0.270]],
  "nbo_charge": [0.030, -0.278, -0.420, -0.499, 0.300, 0.226, 0.222, 0.203, 0.217]
}

No. 8
{
  "formula": "C4H4S",
  "method": "ωB97M-V/def2-TZVPD",
  "orbital_gap_ev": [8.10, 7.49],
  "homo_ev": [-7.34, -9.50],
  "multiplicity": 3,
  "relative_energy_kcal_mol": 40.6,
  "lumo_energy_ev": [0.76, -2.00],
  "e_tot_ha": -552.7378,
  "largest_force_ev_per_a": 4.80,
  "symbols": ["C", "C", "C", "C", "S", "H", "H", "H", "H"],
  "positions_angstrom": [[1.919, -0.958, 0.415], [-0.695, -0.288, -0.008], [0.481, -0.830, -0.192], [-1.813, 0.298, 0.279], [2.611, 0.564, 0.187], [0.758, -1.315, -1.227], [-2.659, -0.060, 0.768], [-1.964, 1.309, -0.129], [1.362, 1.281, -0.092]],
  "atomic_forces_ev_per_a": [[-4.246, 1.895, -0.292], [1.198, -0.859, 1.253], [2.407, -3.352, -2.447], [0.725, 1.900, -1.518], [0.262, 2.171, -0.149], [-1.659, 0.751, 1.465], [-1.091, -1.190, 0.742], [0.221, -0.192, 0.359], [2.182, -1.125, 0.588]],
  "nbo_charge": [-0.071, 0.088, -0.418, -0.462, 0.009, 0.241, 0.227, 0.219, 0.169]
}